# 1
Here is a cluster of 2 separate species, C4H10O2 in total in a non-equilibrium geometry from the Open Molecules 2025 dataset. Energies are from ωB97M-V with the def2-TZVPD basis set.

```
! RIJCOSX wB97M-V def2-TZVPD def2/J DEFGRID3
* xyz 0 1
C -2.405 -2.160 -0.526
C -1.065 -1.545 -0.180
C -0.643 -0.280 0.222
C 0.800 0.072 0.661
O 1.701 0.265 -0.422
H -2.310 -3.226 -0.855
H -3.026 -2.082 0.264
H -2.984 -1.659 -1.295
H -0.219 -2.346 -0.465
H -1.238 0.601 0.115
H 1.220 -0.817 1.233
H 0.970 0.925 1.222
H 1.272 -0.258 -1.249
O 1.144 3.036 0.402
H 1.666 2.183 -0.115
H 1.768 3.753 0.246
*
```

Results
frontier orbital gap: 0.3807 Eh
electronic energy: -8402.5690 eV
structure (SMILES): C/C=C/CO.O
relative energy (zero: lowest compared OMol25 entry of this formula, charge and spin): 287.34 kJ/mol
E_HOMO: -9.51 eV

Atom charges from the Löwdin analysis, given in e for atoms 1 to 5:
1. C -0.11
2. C -0.14
3. C -0.07
4. C -0.28
5. O -0.15

---

# 2
Here is the molecule C9H18O2S in a non-equilibrium geometry from the Open Molecules 2025 dataset. Energies are from ωB97M-V with the def2-TZVPD basis set.

```
! RIJCOSX wB97M-V def2-TZVPD def2/J DEFGRID3
* xyz 0 1
C 3.693 0.566 0.320
C 2.605 -0.341 -0.203
C 2.791 -1.744 0.311
S 1.093 0.519 -0.263
O 1.278 1.859 -0.831
C -0.162 -0.412 -1.197
C -1.442 0.021 -0.520
C -1.805 1.393 -1.111
C -2.593 -0.841 -0.891
C -1.137 -0.042 0.984
C -2.101 0.551 1.992
O 0.114 0.521 1.150
H 3.686 0.606 1.402
H 3.702 1.634 0.074
H 4.715 0.374 -0.068
H 2.322 -2.455 -0.351
H 2.418 -1.964 1.308
H 3.792 -1.794 -0.032
H 0.041 -1.534 -1.074
H -0.115 -0.183 -2.341
H -1.040 2.125 -0.926
H -2.867 1.759 -0.629
H -2.032 1.425 -2.215
H -2.388 -1.884 -0.723
H -2.625 -0.731 -1.954
H -3.716 -0.612 -0.650
H -1.130 -1.169 1.300
H -2.315 1.645 2.008
H -1.635 0.503 3.004
H -3.144 0.206 2.125
*
```

Results
frontier orbital gap: 0.2986 Eh
electronic energy: -24550.5437 eV
structure (SMILES): CC(C)=[S@@]1(=O)CC(C)(C)[C@H](C)O1
relative energy (zero: lowest compared OMol25 entry of this formula, charge and spin): 382.57 kJ/mol
E_HOMO: -7.49 eV

Atom charges from the Löwdin analysis, given in e for atoms 1 to 5:
1. C -0.17
2. C -0.47
3. C -0.12
4. S 0.94
5. O -0.34

---

# 3
Here is a structure of composition C33H53MnN3O11PSSe from the Open Molecules 2025 dataset. Energies are from ωB97M-V with the def2-TZVPD basis set.

```
! RIJCOSX wB97M-V def2-TZVPD def2/J DEFGRID3
* xyz 1 4
Mn -0.300 0.373 0.587
C -0.081 -1.297 -4.624
N -0.658 -0.797 -3.383
C -2.058 -0.389 -3.462
C 0.036 -0.652 -2.265
O -0.523 -0.145 -1.265
C 1.503 -1.035 -2.272
O 2.073 -0.812 -1.020
C 2.569 -1.961 -0.363
C 1.434 -2.928 -0.026
O 0.402 -2.894 -0.690
N 1.654 -3.792 0.979
C 0.607 -4.723 1.371
C 2.875 -3.775 1.772
H -0.841 -1.874 -5.148
H 0.765 -1.951 -4.440
H 0.233 -0.472 -5.266
H -2.660 -1.239 -3.782
H -2.163 0.415 -4.193
H -2.401 -0.043 -2.493
H 2.016 -0.416 -3.020
H 1.576 -2.079 -2.578
H 3.057 -1.593 0.535
H 3.322 -2.472 -0.975
H -0.273 -4.533 0.765
H 0.358 -4.578 2.423
H 0.935 -5.753 1.220
H 2.955 -2.869 2.378
H 3.766 -3.870 1.150
H 2.853 -4.625 2.448
O 0.824 1.732 0.005
P 1.073 3.249 -0.179
C -0.226 3.987 -1.219
C -0.829 3.012 -2.251
C -1.686 3.797 -3.238
C -0.821 4.731 -4.103
C 0.460 5.151 -3.372
C 0.192 5.329 -1.882
C 2.695 3.374 -0.969
C 2.831 2.385 -2.138
C 4.075 2.734 -2.970
C 5.196 3.316 -2.096
C 5.138 2.709 -0.700
C 3.849 3.128 0.028
C 0.965 4.093 1.406
C 1.896 3.590 2.514
C 1.281 4.001 3.855
C 0.688 5.425 3.792
C 1.351 6.240 2.685
C 1.045 5.634 1.307
H -1.014 4.204 -0.489
H -1.422 2.259 -1.737
H -0.049 2.470 -2.794
H -2.428 4.367 -2.674
H -2.255 3.113 -3.870
H -1.398 5.621 -4.364
H -0.562 4.245 -5.046
H 0.851 6.077 -3.796
H 1.243 4.400 -3.513
H -0.622 6.045 -1.749
H 1.056 5.775 -1.390
H 2.761 4.395 -1.361
H 1.948 2.380 -2.778
H 2.914 1.383 -1.710
H 3.809 3.444 -3.756
H 4.428 1.831 -3.472
H 5.092 4.402 -2.020
H 6.166 3.136 -2.560
H 6.001 3.010 -0.106
H 5.184 1.620 -0.780
H 4.026 4.038 0.604
H 3.564 2.350 0.739
H -0.059 3.820 1.698
H 2.881 4.042 2.398
H 2.039 2.514 2.480
H 2.041 3.930 4.634
H 0.498 3.285 4.116
H 0.806 5.926 4.753
H -0.388 5.377 3.601
H 2.431 6.260 2.852
H 1.019 7.278 2.703
H 1.810 5.952 0.592
H 0.089 6.020 0.944
O 1.773 0.466 3.880
Se 0.494 -0.107 3.134
O 0.910 -0.663 1.542
O -0.415 1.123 2.326
O -0.461 -1.140 3.872
O -3.881 2.936 -0.462
S -3.214 2.514 0.728
O -2.460 3.469 1.482
N -2.236 1.206 0.360
C -2.591 0.143 1.062
O -1.737 -0.807 1.072
C -3.810 0.262 1.865
C -4.435 -0.675 2.666
C -5.571 -0.270 3.354
C -6.052 1.031 3.243
C -5.412 1.978 2.448
C -4.287 1.562 1.772
H -4.041 -1.679 2.753
H -6.090 -0.974 3.990
H -6.938 1.317 3.794
H -5.777 2.993 2.375
*
```

Results
frontier orbital gap (spin up / spin down): 0.2406 / 0.2839 Eh
electronic energy: -178859.0046 eV
relative energy (zero: lowest compared OMol25 entry of this formula, charge and spin): 0.00 kJ/mol
E_HOMO (spin up / spin down): -11.60 / -11.60 eV
expectation value of S²: 3.88

Atom charges from the Löwdin analysis, given in e for atoms 1 to 5:
1. Mn 0.99
2. C 0.00
3. N -0.10
4. C 0.01
5. C -0.33

---

# 4
Here is a structure of composition C32H21B5FeN3O40 in a non-equilibrium geometry from the Open Molecules 2025 dataset. Energies are from ωB97M-V with the def2-TZVPD basis set.

```
! RIJCOSX wB97M-V def2-TZVPD def2/J DEFGRID3
* xyz -3 7
Fe 1.070 9.650 -0.414
O 0.678 7.064 -0.126
C 1.090 5.855 -0.081
O 2.257 5.360 0.079
B 2.272 3.929 0.257
O 0.844 3.583 -0.171
C 0.199 4.712 -0.235
O -1.003 4.818 -0.491
O 2.562 3.662 1.667
C 3.722 2.913 1.728
O 4.326 2.588 2.729
C 4.258 2.687 0.271
O 3.332 3.260 -0.533
O 5.285 2.110 -0.056
O 2.774 8.579 -0.790
C 3.873 8.089 -0.648
O 4.301 7.595 0.448
B 5.729 7.269 0.234
O 6.084 7.763 -1.128
C 5.046 8.302 -1.703
O 4.985 8.911 -2.833
O 6.587 7.938 1.258
C 7.092 7.075 2.076
O 7.736 7.284 3.078
C 6.554 5.692 1.600
O 6.077 5.809 0.416
O 6.728 4.657 2.333
O 2.665 11.048 0.137
C 3.645 11.476 0.710
O 4.706 10.836 0.996
B 5.696 11.556 1.723
O 5.066 12.888 1.907
C 3.904 12.945 1.250
O 3.155 13.917 1.263
O 6.981 11.535 0.945
C 7.964 11.067 1.728
O 9.164 11.256 1.464
C 7.330 10.444 3.027
O 5.997 10.818 2.945
O 7.965 9.861 3.941
O 6.371 8.921 5.788
C 5.354 8.432 5.278
O 4.307 9.104 4.947
B 3.336 8.171 4.306
O 3.965 6.783 4.479
C 5.108 6.922 5.060
O 5.930 6.059 5.307
O 3.191 8.454 2.872
C 1.904 8.655 2.568
O 1.435 9.035 1.496
C 1.070 8.495 3.927
O 1.952 8.254 4.843
O -0.152 8.669 3.868
O 0.328 11.622 -0.975
C -0.427 12.544 -1.484
O -1.407 12.424 -2.408
B -1.984 13.712 -2.779
O -1.329 14.647 -1.787
C -0.388 14.060 -1.138
O 0.541 14.614 -0.495
O -1.625 14.204 -4.096
C -2.574 14.727 -4.673
O -2.582 15.366 -5.708
C -3.837 14.500 -3.888
O -3.460 13.758 -2.900
O -5.016 14.794 -4.165
C -3.140 7.170 1.991
C -4.131 8.289 1.654
C -3.360 9.580 1.507
C -2.078 9.547 0.859
N -1.023 9.537 0.322
H -2.835 7.378 3.017
H -2.260 7.195 1.348
H -3.677 6.222 1.951
H -4.916 8.263 2.409
H -4.643 8.029 0.727
H -3.028 9.803 2.521
H -3.992 10.393 1.150
C 1.982 14.237 -4.018
C 1.848 13.174 -5.087
C 2.833 12.007 -4.820
C 2.377 11.224 -3.674
N 2.065 10.621 -2.716
H 1.786 13.998 -2.973
H 1.354 15.113 -4.182
H 3.001 14.623 -3.998
H 2.096 13.532 -6.086
H 0.779 12.970 -5.033
H 3.814 12.461 -4.677
H 2.807 11.209 -5.562
C -2.967 6.691 -3.206
C -2.236 7.196 -4.454
C -0.704 7.345 -4.167
C -0.321 8.137 -3.022
N -0.054 8.766 -2.073
H -4.037 6.521 -3.326
H -2.889 7.439 -2.417
H -2.595 5.724 -2.868
H -2.651 8.125 -4.847
H -2.194 6.472 -5.268
H -0.081 7.611 -5.020
H -0.538 6.313 -3.856
*
```

Results
frontier orbital gap (spin up / spin down): 0.1796 / 0.1993 Eh
electronic energy: -157687.5674 eV
E_HOMO (spin up / spin down): -0.40 / -2.91 eV
expectation value of S²: 12.02

Atom charges from the Löwdin analysis, given in e for atoms 1 to 5:
1. Fe 0.79
2. O 0.16
3. C -0.35
4. O 0.24
5. B -0.86